# 1
C33H35AuCl2N3O5SSi | ωB97M-V with the def2-TZVPD basis set

XYZ file:
```
81
Properties=species:S:1:pos:R:3:lowdin_charge:R:1
Au 0.35 0.19 -0.08 1.1356
Cl 2.72 -1.71 -6.36 0.7359
Cl -0.43 2.09 -4.14 0.7396
S 1.66 2.90 0.28 0.6636
Si -1.22 0.73 2.70 0.4595
O -1.07 -0.62 -2.14 -0.0123
O 4.44 -1.03 0.35 0.0184
O 2.20 4.20 -0.14 -0.5756
O 2.49 0.05 0.42 -0.1803
O -1.21 0.07 1.22 -0.4222
N 1.54 -0.15 -3.97 0.0917
N 0.88 2.14 -0.72 -0.5223
N -2.39 -2.40 -2.50 0.1673
C 1.18 1.39 4.19 -0.0856
C 1.85 -1.41 -3.39 -0.2369
C -1.61 3.16 1.33 -0.1168
C -1.09 -2.30 -0.43 -0.1727
C 3.18 -2.82 -1.97 -0.0453
C -2.68 -0.05 3.62 -0.6032
C -3.96 0.29 2.83 -0.0977
C 3.54 -0.37 -1.74 -0.0511
C 0.40 0.40 3.61 -0.2024
C 2.56 -3.95 -2.46 -0.0915
C 0.93 0.01 -5.21 -0.2927
C -1.77 5.37 2.27 -0.0994
C 2.83 -1.53 -2.40 -0.1620
C 3.49 -0.48 -0.21 -0.6451
C -2.51 -1.57 3.67 -0.0984
C 0.29 -1.83 0.01 -0.1984
C -1.49 3.46 3.70 -0.1163
C -1.47 2.59 2.60 -0.2129
C -0.45 0.28 -7.68 -0.1051
C 1.19 -2.56 -3.84 -0.0932
C 2.17 -1.20 4.11 -0.0808
C 1.53 -3.82 -3.38 -0.0974
C 2.93 -0.19 4.69 -0.0921
C 0.60 -0.62 -7.55 -0.1315
C -1.76 4.54 1.16 -0.0854
C 0.92 -0.91 3.58 -0.1049
C -1.64 4.83 3.54 -0.0968
C 2.43 1.10 4.73 -0.0873
C 1.29 -0.72 -6.35 -0.5832
C -1.50 -1.70 -1.75 -0.5311
C -0.74 1.12 -6.62 -0.1251
C -2.81 0.49 5.05 -0.0958
C -0.05 1.00 -5.42 -0.5886
H -1.88 6.44 2.14 0.0942
H -3.42 -2.05 4.04 0.0779
H -4.83 -0.22 3.27 0.0763
H -3.87 -0.03 1.78 0.0748
H -1.60 2.52 0.46 0.0770
H 3.03 1.90 5.17 0.0966
H 1.00 -4.68 -3.75 0.0980
H -2.30 -1.98 2.67 0.0643
H -1.40 3.06 4.71 0.0915
H -3.67 0.01 5.55 0.0790
H 2.87 -4.93 -2.11 0.0965
H 3.91 -0.41 5.08 0.0967
H -1.83 -1.97 0.31 0.0956
H 3.97 -2.90 -1.22 0.1175
H 1.34 0.58 -3.30 0.0752
H 4.61 -0.41 -1.98 0.1235
H 0.91 -1.24 -8.38 0.0961
H 0.35 -1.70 3.11 0.0808
H 2.56 -2.21 4.05 0.1004
H -1.68 -1.86 4.33 0.0711
H -2.86 -3.20 -2.13 0.0964
H 3.15 0.59 -2.05 0.1005
H -1.13 -3.40 -0.50 0.1156
H 0.49 -2.09 1.05 0.0571
H -2.98 1.57 5.06 0.0608
H 0.83 2.42 4.21 0.0859
H 1.10 -2.15 -0.65 0.0560
H -2.75 -1.97 -3.33 0.1065
H -1.92 0.27 5.64 0.0798
H 0.37 -2.45 -4.54 0.1124
H -4.15 1.37 2.82 0.0773
H -1.86 4.95 0.16 0.1035
H -0.99 0.35 -8.61 0.0989
H -1.50 1.88 -6.70 0.0997
H -1.63 5.48 4.41 0.0941
```

Values from the calculation:
- ΔE to the lowest compared entry with this formula, charge and spin: 245.6 kJ/mol
- Lowest unoccupied orbital energy: 2.022 eV
- Total charge: -1

=====

# 2
C33H35B3Br3Cl4F14K2NNaO9 | ωB97M-V with the def2-TZVPD basis set

XYZ file:
```
105
Properties=species:S:1:pos:R:3:lowdin_charge:R:1
Br 8.48 -8.69 -1.99 0.6559
Br 5.56 -9.38 -0.84 0.7096
Br 5.94 -8.53 -3.93 0.6561
K 4.16 5.41 0.11 0.8386
K 0.37 -8.01 -1.17 1.0382
Cl -4.53 -4.09 1.13 0.6108
Cl 4.01 4.28 -2.36 0.5553
Cl 6.22 2.28 -3.98 0.5512
Cl -7.57 -5.63 1.47 0.5399
Na 5.53 -11.63 -0.63 0.4772
F -3.35 4.52 -1.57 0.0984
F -6.39 0.17 0.55 0.1909
F -8.81 2.41 1.18 0.2072
F -5.21 3.24 -2.33 0.1509
F -6.65 3.98 1.76 0.2003
F -8.49 0.13 0.34 0.1696
F -7.65 -0.40 2.18 0.1992
F -6.92 4.31 -0.59 0.2051
F -3.41 5.67 2.21 -0.7473
F -4.35 4.82 0.29 0.1337
F -7.24 2.28 -1.06 0.1475
F -4.70 1.65 -1.00 0.1387
F -7.70 1.97 2.93 0.1718
F -5.34 2.34 1.63 0.1873
O -1.95 5.00 -5.18 -0.2202
O 2.27 -7.19 -0.08 -0.1577
O 2.24 2.95 1.66 0.2203
O 4.07 3.47 6.57 0.0613
O 3.73 2.10 4.81 0.1611
O -0.11 3.56 1.68 0.3011
O 2.44 3.92 5.10 0.0436
O 0.64 1.85 0.16 0.3142
O 2.07 -1.99 -1.46 0.0871
N 3.37 0.22 1.37 0.0301
C 6.75 -9.41 -2.42 -1.5267
C -0.24 -3.14 -0.38 0.0355
C -6.14 -3.36 0.88 -0.6274
C -7.67 1.93 1.59 -0.3836
C 4.43 -3.39 -2.02 0.0119
C -0.17 -5.84 0.28 -0.1190
C -6.42 3.12 -0.39 -0.3659
C 3.60 4.78 6.89 -0.1205
C 3.33 -3.98 -1.41 -0.0725
C 5.04 3.38 -4.73 -0.6429
C -2.76 3.20 0.24 -0.0685
C 0.93 -3.86 -0.58 -0.0660
C -1.33 -5.12 0.47 -0.0597
C 5.65 -5.45 -1.82 -0.0765
C -1.37 -3.76 0.14 -0.0470
C 2.22 -5.99 -0.42 -0.3339
C -3.22 5.28 -4.89 -0.3765
C -1.42 3.27 -0.52 -0.0256
C -7.18 -3.92 1.82 -0.6594
C -5.02 2.95 -1.04 -0.3521
C 4.84 4.63 -3.91 -0.5864
C 2.11 -3.18 -1.17 -0.2776
C 5.58 -4.12 -2.23 -0.0414
C 3.11 1.85 -0.47 -0.0923
C -7.50 0.43 1.18 -0.5855
C -3.90 3.89 -0.50 -0.4738
C 3.38 -5.33 -1.02 -0.0854
C 3.44 3.07 5.43 -0.5615
C 3.62 0.45 -0.06 -0.2514
C -6.48 2.82 1.15 -0.3812
C 2.26 4.82 6.20 -0.1080
C 0.98 -5.22 -0.24 -0.1236
C 4.56 -6.05 -1.22 -0.0403
B -0.27 2.87 0.48 -0.4829
B 1.92 2.22 0.51 -0.6018
B 1.18 3.79 2.03 -0.3649
H -1.36 2.57 -1.35 0.1194
H 4.70 0.42 -0.28 0.1042
H 4.63 -7.09 -0.90 0.0005
H -6.03 -2.29 1.04 0.0526
H 4.37 -2.35 -2.33 0.1254
H 3.26 -0.76 1.59 0.0746
H 4.10 2.84 -4.86 0.0787
H -6.84 -3.86 2.86 0.0722
H -2.62 3.74 1.19 0.1098
H -3.41 6.27 -4.40 0.0673
H 1.42 4.75 2.69 0.1198
H -0.15 -6.89 0.54 0.0435
H -6.42 -3.52 -0.16 0.0772
H 2.77 1.88 -1.50 0.0911
H 5.78 5.12 -3.68 0.0756
H 6.43 -3.65 -2.70 0.1126
H -8.10 -3.36 1.73 0.0740
H -2.28 -3.19 0.29 0.0564
H 6.89 -10.45 -2.69 -0.0378
H -0.28 -2.08 -0.63 0.1332
H 3.89 2.59 -0.26 0.0389
H 1.45 4.44 6.84 0.1395
H 1.99 5.81 5.85 0.1371
H 6.56 -6.01 -1.97 0.0758
H -3.72 4.59 -4.18 0.0700
H -1.18 4.30 -0.81 0.1328
H -2.94 2.15 0.51 0.1193
H 4.07 0.64 1.97 0.0820
H 3.15 -0.35 -0.63 0.0812
H -3.94 5.28 -5.74 0.0615
H 5.42 3.65 -5.71 0.0820
H 4.30 5.52 6.48 0.1307
H -2.21 -5.60 0.87 0.0827
H 3.53 4.91 7.96 0.1344
H 4.21 5.34 -4.45 0.0893
```

Values from the calculation:
- Lowest unoccupied orbital energy: -4.886 eV
- Total charge: +1

=====

# 3
C33H35BBrF4N5O4SiV | ωB97M-V with the def2-TZVPD basis set

XYZ file:
```
85
Properties=species:S:1:pos:R:3:lowdin_charge:R:1
Br -5.54 1.62 3.74 0.7448
V -0.35 -0.17 -0.84 1.1278
Si 1.68 1.43 -2.61 0.5086
F -2.74 1.67 -4.05 0.1547
F -1.96 0.67 -2.12 -0.0101
F -1.82 2.96 -2.39 0.1408
F -3.87 1.96 -2.07 0.1590
O -2.43 -1.45 -0.50 0.0496
O -3.17 -4.38 -4.15 0.1153
O -0.85 1.37 0.00 -0.1411
O 0.49 -1.77 -3.86 0.0881
N 2.12 -0.11 2.23 0.1447
N -0.23 -0.97 1.08 0.0313
N -1.38 -3.03 -3.98 0.2321
N 1.33 0.03 -1.46 -0.1200
N -0.94 -1.70 -2.08 0.0797
C 2.65 -3.78 2.34 -0.0261
C 3.41 -3.03 -0.98 -0.0709
C -2.14 -5.03 -1.02 -0.0662
C -3.17 0.49 2.67 -0.0673
C -2.15 -2.01 -1.56 -0.4252
C -2.09 0.41 1.77 -0.1318
C -4.07 1.52 2.56 -0.6766
C 4.10 -1.89 3.07 -0.0126
C -4.42 -2.23 -2.52 -0.1448
C -1.12 -0.63 1.94 -0.0228
C -4.32 -1.22 -3.65 -0.0507
C -3.89 2.51 1.59 -0.0746
C -0.53 -2.13 -3.33 -0.5000
C 3.23 0.31 2.78 -0.1266
C 3.37 1.12 -3.34 -0.1598
C 4.66 -1.10 -0.31 -0.0770
C -2.82 2.46 0.73 0.0345
C 2.33 -2.22 -1.30 -0.0288
C 2.40 -0.84 -1.13 -0.3323
C 4.58 -2.47 -0.49 -0.0869
C 4.26 -0.55 3.22 -0.0473
C 1.47 -4.20 1.81 -0.0546
C -3.36 -4.15 -1.25 -0.1575
C 1.60 2.98 -1.59 -0.1497
C 0.74 -1.92 1.50 -0.2068
C -2.57 -3.54 -3.52 -0.4260
C 0.48 1.38 -4.03 -0.1454
C -1.92 1.40 0.79 -0.2769
C 3.58 -0.29 -0.62 -0.0689
C 0.50 -3.26 1.39 -0.0016
C 2.91 -2.39 2.49 -0.1555
C 1.95 -1.45 2.08 -0.1718
C -3.10 -2.98 -2.22 -0.2992
B -2.64 1.88 -2.69 -1.2442
H 3.45 0.09 -3.69 0.0487
H 5.57 -0.65 0.08 0.1097
H 1.28 2.77 -0.57 0.0227
H -1.88 -5.57 -1.94 0.0824
H -1.12 -1.15 2.90 0.1601
H -1.27 -4.44 -0.73 0.0518
H 4.21 1.34 -2.68 0.0269
H 1.44 -2.66 -1.71 0.0935
H -5.17 -2.99 -2.76 0.1230
H 0.88 3.68 -2.02 0.0359
H -2.67 3.21 -0.03 0.1287
H -4.73 -1.74 -1.59 0.1262
H 3.34 -4.10 -1.12 0.1104
H -3.29 -0.27 3.43 0.1142
H 4.86 -2.59 3.40 0.1214
H -5.23 -0.63 -3.72 0.0904
H -2.32 -5.76 -0.24 0.0802
H 0.40 2.38 -4.46 0.0578
H 3.40 -4.49 2.65 0.1186
H 0.86 0.70 -4.79 0.0402
H -4.16 -1.72 -4.61 0.0848
H 5.15 -0.13 3.67 0.1060
H -0.44 -3.59 0.97 0.1036
H 3.33 1.38 2.90 0.1124
H 5.43 -3.10 -0.26 0.1053
H -0.52 1.07 -3.78 0.0048
H 1.26 -5.25 1.70 0.1109
H -4.61 3.32 1.51 0.1127
H 3.46 1.78 -4.22 0.0429
H -3.50 -0.51 -3.49 0.0572
H 2.57 3.48 -1.54 0.0320
H 3.63 0.78 -0.46 0.1143
H -1.06 -3.35 -4.88 0.1699
H -3.70 -3.71 -0.30 0.1234
H -4.18 -4.74 -1.66 0.1237
```

Values from the calculation:
- ΔE to the lowest compared entry with this formula, charge and spin: 59.0 kJ/mol
- Expectation value of S²: 0.811
- Lowest unoccupied orbital energy (spin up / spin down): -1.619 / -0.916 eV
- Multiplicity: 2

=====

# 4
C33H35BaN4O4S3 | ωB97M-V with the def2-TZVPD basis set

XYZ file:
```
80
Properties=species:S:1:pos:R:3:lowdin_charge:R:1
Ba 2.38 -11.23 15.47 1.7287
S 4.56 -10.71 13.22 0.7955
S 4.84 -9.24 16.69 0.8574
S 2.12 -8.15 14.36 0.7923
O 0.11 -12.45 15.36 -0.2267
O -1.27 -8.80 17.14 -0.0014
O -3.03 -12.68 13.60 -0.1021
O 0.95 -9.93 17.14 -0.2850
N 3.72 -13.55 16.22 -0.0682
N -0.52 -12.89 12.38 0.0844
N 2.30 -11.82 18.23 -0.1136
N 1.61 -11.10 19.06 0.0696
C -0.02 -9.27 20.53 -0.0709
C -1.38 -15.64 14.75 -0.0349
C 4.89 -14.44 18.09 0.0003
C 3.09 -8.29 12.76 -0.4755
C -2.03 -7.93 20.62 -0.0723
C -0.71 -14.09 13.01 0.0163
C 6.09 -9.91 15.57 -0.5213
C 5.36 -15.48 17.32 -0.0697
C 5.59 -11.01 14.67 -0.6032
C -1.10 -11.68 12.58 -0.1980
C -2.22 -9.18 13.27 -0.0901
C 4.13 -14.63 15.52 -0.1484
C -0.89 -8.51 21.27 -0.0887
C -2.27 -14.70 16.78 -0.0408
C -2.79 -10.31 13.76 -0.0088
C -0.46 -10.48 12.23 -0.0248
C -2.14 -8.03 19.25 -0.0143
C 4.47 -8.97 12.65 -0.4743
C 0.91 -10.19 18.39 -0.4030
C -0.16 -9.48 19.17 -0.0866
C 3.09 -12.83 18.53 -0.0857
C 3.82 -13.61 17.57 -0.2612
C -2.35 -11.57 13.31 -0.2111
C 3.08 -7.34 15.71 -0.5128
C -4.48 -12.62 13.78 -0.0118
C -0.78 -13.36 15.38 -0.3790
C -1.07 -9.21 12.47 -0.0769
C -1.19 -8.79 18.48 -0.2603
C 5.02 -15.56 16.00 -0.0830
C 4.56 -7.59 15.96 -0.4820
C -0.96 -14.33 14.36 -0.1740
C -2.13 -15.82 15.89 -0.0708
C -1.63 -13.51 16.51 0.0036
H 0.52 -10.48 11.76 0.0963
H 6.00 -16.27 17.74 0.1302
H 2.91 -6.30 15.57 0.0575
H 6.60 -9.13 15.01 0.0841
H 5.26 -8.36 13.07 0.0723
H -5.04 -12.28 12.87 0.1138
H 6.78 -10.36 16.34 0.0945
H 0.81 -9.61 21.12 0.1052
H -2.56 -8.20 13.56 0.1134
H 2.51 -7.64 16.59 0.0681
H -1.57 -12.81 17.33 0.1193
H -3.55 -10.27 14.57 0.1327
H 0.14 -12.93 11.56 0.1814
H 5.20 -7.32 15.09 0.0897
H -0.67 -8.33 22.35 0.1153
H -0.71 -15.00 12.36 0.1488
H 6.47 -11.57 14.29 0.0854
H -4.75 -11.93 14.61 0.0869
H 3.27 -7.29 12.41 0.0708
H -0.75 -8.29 11.94 0.1128
H 3.27 -13.04 19.55 0.1071
H -2.99 -14.74 17.58 0.1090
H 5.09 -11.72 15.34 -0.0015
H 3.72 -14.85 14.49 0.1308
H 5.26 -14.28 19.05 0.0938
H -2.90 -7.48 18.69 0.1134
H 5.35 -16.36 15.36 0.1079
H 2.39 -8.75 12.09 0.0477
H -4.72 -13.68 14.00 0.1048
H 4.89 -6.97 16.80 0.0788
H 4.57 -9.10 11.59 0.0632
H -1.15 -16.48 14.07 0.1204
H -0.36 -9.36 16.84 0.1070
H -2.68 -16.80 16.03 0.1261
H -2.70 -7.34 21.21 0.0964
```

Values from the calculation:
- ΔE to the lowest compared entry with this formula, charge and spin: 87.8 kJ/mol
- Lowest unoccupied orbital energy: -3.194 eV
- Total charge: +1

=====

# 5
C33H35F5HgN4P2 | ωB97M-V with the def2-TZVPD basis set

XYZ file:
```
80
Properties=species:S:1:pos:R:3:lowdin_charge:R:1
Hg 0.23 0.89 1.76 0.8479
P 1.93 -0.38 0.39 0.9186
P -1.38 -0.92 0.63 0.9797
F 0.70 -1.95 3.69 0.0179
F -0.18 -2.82 6.10 0.0851
F -2.20 -1.48 7.42 0.0956
F -3.27 0.77 6.26 0.0907
F -2.31 1.74 3.97 0.0282
N -2.72 -1.88 1.04 -0.2499
N 2.99 -1.51 1.05 -0.2452
N 2.96 0.85 -0.18 -0.2390
N -2.21 0.46 -0.04 -0.2406
C 1.16 0.50 -3.44 -0.1535
C -4.81 -2.70 1.21 -0.0805
C -2.26 0.12 5.66 -0.1439
C -0.45 -1.73 -0.70 -0.3254
C -1.74 -1.03 6.23 -0.1400
C 1.48 1.77 3.32 -0.2677
C -2.82 -2.53 2.29 -0.1096
C -1.74 0.60 4.45 -0.2577
C 4.71 1.97 -1.08 -0.0783
C -0.71 -1.69 5.57 -0.1488
C 4.43 -2.47 2.51 -0.0758
C 0.72 2.74 -4.32 -0.1748
C 4.09 0.73 -1.00 -0.1289
C 3.81 -1.28 2.18 -0.1006
C -2.33 1.68 0.64 -0.1654
C -1.85 0.52 -4.13 -0.1453
C -0.94 -0.56 -4.60 -0.1742
C 0.96 -1.12 -0.94 -0.3789
C -2.79 0.62 -1.29 -0.1495
C -4.10 -3.02 2.41 -0.0800
C -3.95 -2.01 0.38 -0.1141
C -0.72 -0.03 3.75 -0.1581
C 3.13 -2.86 0.69 -0.1227
C 2.85 2.21 0.19 -0.1707
C -0.60 2.47 -5.11 -0.1776
C -0.24 -1.20 4.34 -0.2832
C 0.95 1.80 -3.17 -0.0827
C 4.00 -3.46 1.57 -0.0821
C -1.67 1.83 -4.28 -0.1119
C 0.60 -0.27 -4.60 -0.1780
C 3.93 2.90 -0.31 -0.0754
C -2.89 2.61 -0.21 -0.0637
C -3.19 1.95 -1.44 -0.0768
H 2.02 2.54 0.81 0.0404
H -1.20 -0.88 -5.63 0.1224
H -4.49 -3.54 3.27 0.0951
H -1.05 -1.67 -1.63 0.0697
H 5.62 2.20 -1.62 0.0931
H -2.45 2.53 -3.96 0.0885
H 4.34 -0.22 -1.44 0.1097
H -2.87 -0.22 -1.96 0.0774
H 1.11 2.25 -2.20 0.0998
H -0.97 3.45 -5.47 0.1110
H 2.00 -0.02 -2.97 0.0866
H 0.86 0.17 -5.57 0.1063
H 0.70 3.77 -3.96 0.1071
H 2.20 2.45 2.85 -0.0515
H -2.85 0.16 -3.88 0.1032
H -0.38 -2.81 -0.45 0.0998
H -3.08 3.65 0.02 0.1018
H 1.54 2.68 -5.06 0.1174
H -1.95 -2.59 2.92 0.0963
H -2.02 1.78 1.68 0.0574
H 4.14 3.95 -0.15 0.0957
H -0.36 1.89 -6.02 0.1075
H -3.63 2.38 -2.32 0.0875
H 3.86 -0.29 2.62 0.1039
H -5.84 -2.94 0.99 0.0911
H 0.78 -0.25 -1.60 0.0386
H 4.31 -4.50 1.54 0.0951
H 5.13 -2.62 3.32 0.0998
H 0.83 2.28 4.04 -0.0207
H 2.59 -3.23 -0.17 0.0930
H -1.12 -1.46 -3.99 0.0951
H 2.06 1.00 3.85 -0.0154
H 1.59 -1.85 -1.47 0.0824
H 1.09 -1.26 -4.60 0.1111
H -4.07 -1.61 -0.62 0.0910
```

Values from the calculation:
- ΔE to the lowest compared entry with this formula, charge and spin: 223.3 kJ/mol
- Lowest unoccupied orbital energy: -0.544 eV

=====

no.,E_tot (eV)
1,-96950.228
2,-392057.004
3,-165596.081
4,-82132.199
5,-77081.432